Below is 2 unconnected molecules or ions with the total composition C7H12, with properties calculated with the ωB97M-V functional and the def2-TZVPD basis.

- Frontier orbital gap (spin up / spin down): 8.36 / 8.38 eV
- Energy relative to the best compared isomer or geometry (same formula, charge and spin): 134.2 kcal/mol
- HOMO energy (spin up / spin down): -9.11 / -9.13 eV

```
19
Properties=species:S:1:pos:R:3:forces:R:3
C -1.735008 0.787012 0.177768 0.0 0.0 0.0
C -1.238628 -0.625277 -0.076806 -0.2 0.0 0.0
C -0.197068 -0.742432 -1.225295 0.0 0.0 -0.2
C 0.879798 -0.898489 -0.167169 0.3 0.0 0.0
C 2.197218 -0.748477 -0.168350 -0.2 -0.1 0.0
C 0.743195 2.597014 0.409022 0.3 -0.3 -0.1
C -0.154018 -1.117085 0.922636 0.0 0.0 0.1
H -2.353603 1.147378 -0.651479 0.1 0.0 0.1
H -0.914695 1.525678 0.294095 0.0 -0.1 0.0
H -2.326244 0.843209 1.098270 0.1 0.0 -0.1
H -2.097881 -1.297078 -0.176283 0.1 0.1 0.0
H -0.329520 -1.647327 -1.829463 0.0 0.1 0.1
H -0.109731 0.117432 -1.900024 0.0 -0.1 0.1
H 2.742069 -0.524861 -1.082911 -0.1 0.0 0.1
H 2.779458 -0.842716 0.745706 -0.1 0.0 -0.1
H 1.165881 2.206826 -0.546022 -0.2 0.1 0.1
H 1.253440 1.930258 1.142685 -0.2 0.2 -0.1
H -0.035558 -0.536858 1.845334 0.0 -0.1 -0.1
H -0.269102 -2.174204 1.188285 0.0 0.1 -0.1
```
Positions in Å, forces in eV/Å.